Record 1
Entry from OMol25: a single C2H4S2 molecule at a distorted geometry (ωB97M-V/def2-TZVPD).

Element x y z (Å)
S: 1.881 0.239 0.284
C: 0.215 0.120 -0.447
C: -0.880 -0.686 0.164
S: -1.152 1.066 0.312
H: 2.022 1.533 0.587
H: 0.212 0.008 -1.494
H: -1.546 -1.116 -0.520
H: -0.754 -1.164 1.115

Cartesian forces (eV/Å) of the 2 atoms listed first:
S -0.269 -0.872 -0.063
C -0.064 0.430 1.574

LUMO level = 0.8168 eV
frontier orbital gap = 0.3625 hartree
HOMO level = -9.047 eV
relative energy (zero: lowest compared OMol25 entry of this formula, charge and spin) = 0.602 eV
SMILES string = S[C@H]1CS1
E = -874.93802 Ha

natural (NBO) atomic charge list, values in e, 6 entries: -0.02 -0.44 -0.49 0.14 0.14 0.22

***

Record 2
Entry from OMol25: 2 unconnected molecules or ions with the total composition C4H16NSi2 at a distorted geometry (ωB97M-V/def2-TZVPD).

Element x y z (Å)
C: 0.210 -1.902 -1.408
C: -1.213 0.157 -2.046
C: -0.977 -1.017 -1.098
C: 1.054 1.038 0.646
N: -0.898 -0.489 0.339
Si: -0.034 2.576 1.083
Si: 1.812 -0.090 2.061
H: 0.982 -1.424 -1.964
H: 0.663 -2.228 -0.571
H: -0.009 -2.818 -1.886
H: -0.395 0.712 -2.052
H: -2.066 0.623 -1.832
H: -1.353 -0.323 -2.927
H: -1.885 -1.804 -1.044
H: 1.254 0.892 -0.329
H: -1.773 -0.193 0.719
H: -0.351 -1.070 0.965
H: 0.932 3.309 1.899
H: -0.746 1.802 2.003
H: -0.934 3.450 0.314
H: 0.526 0.001 2.943
H: 1.943 -1.588 1.624
H: 3.257 0.384 2.560

Cartesian forces (eV/Å) of the 2 atoms listed first:
C -0.772 1.496 -1.564
C -0.109 -4.664 1.989

LUMO level (alpha / beta) = -6.1024 / -6.1027 eV
frontier orbital gap (alpha / beta) = 0.2998 / 0.2998 hartree
HOMO level (alpha / beta) = -14.262 / -14.261 eV
relative energy (zero: lowest compared OMol25 entry of this formula, charge and spin) = 3.619 eV
charge = +1
E = -795.28847 Ha

natural (NBO) atomic charge list, values in e, 6 entries: -0.64 -0.60 -0.02 -0.49 -0.69 0.84

***

Record 3
Entry from OMol25: a molecular structure, C4H8CaO3 at a distorted geometry (ωB97M-V/def2-TZVPD).

Element x y z (Å)
O: 1.157 1.416 1.073
Ca: 1.594 -0.437 0.172
O: -0.283 -1.085 0.582
C: -0.812 -1.559 -0.630
C: 0.253 -1.978 -1.657
O: 1.464 -1.286 -1.599
H: -1.440 -0.767 -1.089
H: -1.452 -2.438 -0.420
H: -0.189 -1.825 -2.664
H: 0.456 -3.058 -1.487
C: 0.257 2.425 0.613
C: -0.228 1.660 1.775
H: -0.284 2.324 -0.331
H: 0.652 3.428 0.798
H: -0.381 2.344 2.616
H: -0.763 0.836 2.247

Cartesian forces (eV/Å) of the 2 atoms listed first:
O -1.857 2.676 2.375
Ca 1.836 -1.030 0.927

LUMO level = -0.2792 eV
frontier orbital gap = 0.2630 hartree
HOMO level = -7.435 eV
E = -1060.43583 Ha

Mulliken atomic charge list, values in e, 6 entries: -0.51 1.44 -0.95 -0.32 -0.21 -0.96